No. 1
Below is a molecular structure, C3H2O3Pt in a non-equilibrium geometry, with properties calculated with ωB97M-V/def2-TZVPD.

Geometry as XYZ:
```
9
Properties=species:S:1:pos:R:3:nbo_charge:R:1
H -0.61449 0.80964 1.36389 0.28
O -1.90063 -0.22103 -0.54120 -0.60
C -1.14900 0.68844 -0.05059 0.22
C 0.19538 0.19131 0.46217 -0.02
C 1.33870 1.11198 0.23302 0.53
O 0.40836 -1.09962 0.33566 -0.56
O 2.41404 1.25395 0.65844 -0.31
Pt -0.89637 -1.74815 -0.62267 1.20
H -1.20778 1.70742 -0.47014 0.27
```

Charge: +1
Orbital gap (spin up / spin down), Eh: 0.2507 / 0.2804
HOMO energy (spin up / spin down), eV: -12.918 / -15.727
Spin multiplicity: 4

No. 2
Below is a molecular structure, C14H38F6N2O9S2 in a non-equilibrium geometry, with properties calculated with ωB97M-V/def2-TZVPD.

Geometry as XYZ:
```
71
Properties=species:S:1:pos:R:3:lowdin_charge:R:1
N 0.06901 -0.03289 0.75452 0.31
H 0.74115 -0.26102 0.03599 0.08
H -0.51057 0.73635 0.45046 0.02
H 0.61709 0.18611 1.57412 0.09
H -0.49461 -0.84265 0.97068 0.07
C -2.78541 0.64968 2.51878 -0.62
F -1.68038 0.37244 3.24213 0.12
F -3.04418 -0.31389 1.62915 0.12
F -3.82556 0.81869 3.30161 0.17
S -2.50148 2.36164 1.54680 0.74
O -3.80344 2.95376 1.37657 -0.27
O -1.59994 3.13735 2.44940 -0.31
N -1.62327 1.89908 0.10104 -0.36
S -2.61010 2.13020 -1.06940 0.57
O -3.87003 1.37600 -0.98380 -0.31
O -2.76125 3.53445 -1.38014 -0.28
C -1.68352 1.32984 -2.52626 -0.68
F -1.49034 0.03833 -2.29460 0.12
F -2.32773 1.46346 -3.65868 0.17
F -0.51187 1.93283 -2.71743 0.13
O -0.65124 -2.39322 2.00620 -0.04
H -1.14219 -2.58188 2.80595 0.06
H -0.95013 -3.05254 1.37995 0.02
C -3.19439 -4.59622 -2.00498 -0.07
C -2.30097 -3.47582 -1.49652 -0.44
C -3.13994 -2.20850 -1.19707 -0.03
O -1.86117 -3.99793 -0.24423 -0.09
H -3.76179 -4.27168 -2.87724 0.08
H -3.91312 -5.03070 -1.31017 0.09
H -2.60703 -5.38304 -2.47829 0.08
H -1.45243 -3.35935 -2.17070 0.12
H -4.07787 -2.48799 -0.71720 0.09
H -3.40359 -1.61719 -2.07396 0.08
H -2.64775 -1.51938 -0.51080 0.05
H -1.62405 -4.92287 -0.34350 0.09
C 2.85595 -1.32711 -3.39486 -0.03
C 1.75185 -1.49052 -2.34821 -0.52
C 1.62499 -2.86092 -1.79953 -0.05
O 1.90951 -0.62039 -1.25884 -0.06
H 3.86557 -1.43894 -2.99957 0.09
H 2.88328 -0.28606 -3.71671 0.08
H 2.70740 -1.93602 -4.28664 0.09
H 0.78341 -1.28065 -2.80229 0.12
H 2.57199 -3.03482 -1.28861 0.09
H 1.48752 -3.56569 -2.61960 0.09
H 0.79032 -2.94658 -1.10377 0.07
H 2.28456 0.21170 -1.55643 0.11
C -0.22958 5.30717 0.12347 -0.05
C 0.85508 4.39728 -0.53442 -0.47
C 2.29307 5.00331 -0.40469 -0.05
O 0.88426 3.20267 0.19825 -0.08
H -1.20645 4.82527 0.16326 0.05
H -0.34000 6.21726 -0.46613 0.08
H 0.08517 5.61333 1.12112 0.08
H 0.55764 4.29813 -1.57835 0.12
H 2.28485 6.02659 -0.78011 0.07
H 2.96834 4.46430 -1.06920 0.06
H 2.65776 4.95407 0.62131 0.08
H 0.01983 2.79601 0.29299 0.00
C 4.00728 -1.14126 2.30606 -0.04
C 2.57293 -0.74749 2.76472 -0.48
C 2.32958 -0.98160 4.32146 -0.02
O 2.30723 0.56543 2.38751 -0.05
H 4.04107 -1.12754 1.21667 0.07
H 4.40836 -2.06730 2.71798 0.08
H 4.74249 -0.37660 2.55679 0.07
H 1.90851 -1.41396 2.21477 0.11
H 3.16155 -0.50952 4.84403 0.07
H 2.14581 -2.00561 4.64662 0.08
H 1.47057 -0.35709 4.56679 0.07
H 2.98228 1.06195 2.85587 0.11
```

Orbital gap, Eh: 0.3481
HOMO energy, eV: -9.368

Calculated electronic energy in order - -459.9053 -2738.3943 Eh
Calculated energy above the lowest of the compared OMol25 structures with the same formula, charge and spin in order - 3.208 0.000 eV